# 1
{
  "formula": "C7H13N2OS",
  "method": "the ωB97M-V functional and the def2-TZVPD basis",
  "elements": ["C", "C", "C", "C", "C", "C", "C", "N", "N", "O", "S", "H", "H", "H", "H", "H", "H", "H", "H", "H", "H", "H", "H", "H"],
  "xyz": [[0.00741, -1.73187, 0.35477], [-1.70619, 0.33154, 0.45973], [0.02055, 0.46252, -1.33786], [0.73206, 0.82552, -0.17635], [1.20216, -1.98271, 1.09332], [0.46188, -0.62858, -2.29828], [0.63100, 2.20763, 0.46003], [-1.90141, 0.51174, 1.79573], [-0.43655, -0.01662, -0.00153], [-0.74691, -2.40906, -0.20980], [-2.97113, 0.46326, -0.63081], [-0.72021, 1.22659, -1.67356], [1.69088, 0.32858, -0.02298], [1.82972, -1.03427, 1.17797], [0.97509, -2.37786, 2.11243], [1.85648, -2.79849, 0.58070], [1.27631, -1.31671, -1.92633], [0.81004, -0.21269, -3.24886], [-0.38291, -1.19340, -2.56559], [-0.47571, 2.35635, 0.69882], [1.03182, 2.90112, -0.23023], [1.19906, 2.15466, 1.38899], [-1.48005, 1.37696, 2.20740], [-2.90337, 0.55577, 1.99227]],
  "charge": 1,
  "homo_lumo_gap_ev": 8.3,
  "homo_ev": -12.7,
  "smiles": "CC(=O)[N+]1(C(N)=S)[C@H](C)[C@H]1C"
}

# 2
{
  "formula": "C7H13N3O",
  "method": "the ωB97M-V functional and the def2-TZVPD basis",
  "elements": ["C", "C", "C", "C", "N", "N", "H", "H", "H", "H", "H", "H", "C", "C", "C", "O", "N", "H", "H", "H", "H", "H", "H", "H"],
  "xyz": [[-1.76304, 0.35570, 1.61836], [1.15560, -1.86420, 1.18884], [-0.77884, -0.84771, 1.71264], [-0.82982, -2.16403, 2.19448], [0.52249, -0.68730, 1.10908], [0.37043, -2.79553, 1.85716], [2.16289, -2.12721, 0.93363], [0.74371, -3.65155, 1.88198], [-1.52869, -2.65531, 2.93922], [-2.07325, 0.75221, 2.56707], [-2.67001, 0.02321, 1.18633], [-1.23598, 1.31628, 1.13388], [-0.74271, 1.27459, -1.63158], [-1.16040, 0.88751, -3.05061], [0.71913, 1.59283, -1.53139], [1.42712, 1.51487, -2.54574], [1.38183, 2.05677, -0.27171], [-1.20819, 2.24799, -1.42158], [-1.03233, 0.35475, -0.93373], [-0.60085, 1.46703, -3.78636], [-2.17738, 1.19587, -2.95589], [2.31696, 2.35721, -0.27969], [1.40951, 1.37601, 0.44927], [-1.04612, -0.20119, -3.21430]],
  "homo_lumo_gap_ev": 9.7,
  "homo_ev": -9.0,
  "smiles": "Cc1c[nH]cn1.CCC(N)=O"
}